(1)
{"formula": "C6H5Br", "method": "ωB97M-V with the def2-TZVPD basis set", "smiles": "C#CC(=C)C#C.Br", "relative_energy_kcal_mol": 112.8, "max_force_ha_per_bohr": 0.0734, "homo_ha": -0.33776, "e_lumo_ev": 0.32, "elements": ["C", "H", "H", "C", "Br", "C", "H", "C", "H", "C", "H", "C"], "xyz": [[-1.6467, 1.8659, -0.2894], [1.6871, 2.0489, -0.3288], [-2.7705, -0.9815, -2.1173], [-0.6829, 1.2261, -0.0091], [-2.8488, -2.1575, -1.3150], [0.2947, -0.8829, 0.4378], [2.6497, 0.5170, 0.3469], [0.0604, -2.0429, 0.6518], [-0.2466, -3.0731, 1.0043], [0.5136, 0.4602, 0.1090], [-2.6269, 2.4383, -0.2575], [1.6826, 1.0589, -0.0007]], "lowdin_charge": [0.114, 0.055, -0.277, -0.128, 0.328, -0.141, 0.122, 0.088, 0.070, -0.391, 0.071, 0.091]}

(2)
{"formula": "C6H14NO", "method": "ωB97M-V with the def2-TZVPD basis set", "total_charge": 1, "relative_energy_kcal_mol": 59.4, "max_force_ha_per_bohr": 0.0732, "homo_ha": -0.44856, "e_lumo_ev": -3.24, "elements": ["H", "C", "H", "C", "H", "H", "H", "H", "N", "H", "H", "H", "C", "C", "H", "H", "H", "H", "O", "C", "H", "C"], "xyz": [[0.4165, -0.3461, 1.3658], [-2.7332, -0.4803, -0.1312], [-1.0900, -0.5350, -2.1898], [-0.4495, 0.0972, -1.6927], [2.0977, -0.2334, 2.0362], [0.0860, 2.1769, 1.0024], [0.2642, -2.9698, 0.5933], [1.8707, -1.0066, 0.6698], [1.4627, -0.1870, 1.2414], [2.2588, 0.7001, -0.5921], [-3.7347, -0.5137, 0.2899], [-2.1314, 1.3795, 0.7615], [-0.6057, 0.7068, -0.4815], [1.6875, 1.0152, 0.2985], [2.4023, 1.6452, 0.7521], [0.8267, -2.7188, -0.8680], [0.3938, 0.1834, -2.3281], [0.3884, 2.6882, -0.3246], [0.6292, -2.3187, 0.0384], [0.3763, 1.6343, 0.0983], [-2.4774, -1.4672, -0.6553], [-1.9390, 0.5499, 0.1157]], "lowdin_charge": [0.172, 0.028, 0.047, 0.092, 0.163, 0.129, 0.040, 0.156, 0.166, 0.142, 0.064, 0.103, -0.333, -0.139, 0.114, 0.123, 0.067, 0.168, -0.053, -0.199, 0.099, -0.150]}

(3)
{"formula": "CH2NO4S", "method": "ωB97M-V with the def2-TZVPD basis set", "total_charge": -1, "relative_energy_kcal_mol": 93.9, "max_force_ha_per_bohr": 0.0914, "homo_ha": [-0.16086, -0.16085], "e_lumo_ev": [3.85, 3.85], "elements": ["O", "O", "O", "S", "H", "O", "C", "N", "H"], "xyz": [[-1.9308, 0.0289, -1.2752], [1.5642, 1.2294, 1.1653], [-2.1482, -0.7926, 0.9781], [-1.5710, 0.2848, 0.1309], [0.4360, -0.9583, -0.9018], [1.7035, 1.1368, -0.9713], [0.3969, -0.3855, 0.0810], [1.2824, 0.6636, 0.0979], [0.2669, -1.2073, 0.6952]], "lowdin_charge": [-0.550, -0.017, -0.563, 0.704, 0.112, -0.015, -0.219, -0.501, 0.048]}

(4)
{"formula": "C37H43N8O5PTl", "method": "ωB97M-V with the def2-TZVPD basis set", "total_charge": -1, "relative_energy_kcal_mol": 0.2, "max_force_ha_per_bohr": 0.0550, "homo_ha": [-0.16639, -0.16641], "e_lumo_ev": [2.25, 2.25], "elements": ["H", "H", "H", "C", "C", "N", "C", "H", "C", "H", "C", "P", "C", "H", "C", "N", "H", "H", "N", "H", "Tl", "C", "H", "C", "N", "H", "C", "C", "H", "C", "H", "H", "C", "C", "C", "C", "C", "O", "C", "H", "H", "C", "C", "N", "H", "C", "H", "H", "H", "C", "H", "H", "N", "H", "H", "C", "O", "C", "H", "H", "C", "N", "H", "O", "C", "H", "H", "H", "C", "C", "H", "C", "O", "H", "C", "H", "H", "C", "H", "C", "H", "H", "H", "C", "C", "H", "C", "N", "H", "C", "H", "C", "H", "H", "O"], "xyz": [[-14.7498, -6.6112, -0.1289], [-14.5111, -6.6356, 4.1292], [-19.9015, -13.4697, 0.9337], [-21.5925, -14.2715, 4.9902], [-14.2034, -8.4221, 5.9379], [-16.3423, -13.3142, 2.2535], [-12.8341, -11.3336, -4.3623], [-14.1547, -14.1645, 9.0742], [-18.4596, -12.1502, 1.9054], [-13.0703, -6.7893, 6.7623], [-13.1565, -8.8135, 1.9285], [-12.9505, -8.9897, 4.7230], [-22.3458, -13.4295, 2.8486], [-14.2848, -14.8984, 0.4999], [-16.1439, -7.7024, 7.8364], [-12.8218, -14.3453, -1.6240], [-11.7669, -6.8220, 4.9391], [-12.5930, -9.7595, 1.9976], [-13.3509, -11.8491, -3.1098], [-16.8791, -14.0092, 9.8962], [-14.2027, -13.0018, 4.0335], [-14.9569, -6.9630, 7.7031], [-14.8915, -12.8525, 10.0659], [-16.3284, -8.7865, 7.0075], [-11.8205, -10.6346, -1.8071], [-13.0986, -11.6995, 0.0757], [-16.9459, -14.4801, 2.0685], [-16.8276, -14.2816, 8.8272], [-20.4873, -16.3185, 7.1947], [-14.5484, -6.3853, 1.9530], [-22.9217, -13.4787, 1.9677], [-13.8478, -12.4993, 8.7372], [-14.2790, -7.1007, 0.7727], [-14.8024, -11.9126, -3.0664], [-13.5179, -8.2576, 0.7163], [-13.9969, -7.3314, 6.7540], [-15.3345, -9.2031, 6.1338], [-15.1253, -11.0162, 2.9603], [-20.8400, -12.1505, 4.2464], [-22.9883, -15.2777, 3.6760], [-15.0882, -12.1853, -2.0801], [-11.5411, -7.8439, 5.1479], [-17.0493, -9.7113, 2.4430], [-21.5186, -11.2837, 2.0233], [-16.8989, -7.2700, 8.4800], [-14.6101, -13.2004, 9.0856], [-16.3037, -15.3279, 2.1842], [-18.5707, -15.5356, 1.2008], [-20.2867, -12.9525, 6.0622], [-21.5370, -12.2802, 3.0356], [-15.1733, -12.7621, -3.6637], [-16.3327, -15.2639, 8.7389], [-20.5267, -10.6312, 1.6724], [-19.4604, -15.2031, 6.2441], [-10.7232, -8.0589, 4.4534], [-14.2069, -7.0077, 3.1774], [-15.8107, -12.6904, 5.8545], [-20.4224, -15.3661, 6.7454], [-11.1927, -8.0518, 6.1646], [-13.3186, -8.7138, -0.2367], [-16.3276, -10.9229, 2.5287], [-13.0479, -12.2679, -0.7753], [-13.0633, -15.3195, -1.4790], [-21.4990, -15.3318, 5.8061], [-19.0265, -13.3857, 1.5333], [-16.5535, -8.8017, 2.6886], [-11.7431, -11.4862, -4.4204], [-13.0445, -10.2462, -4.5645], [-18.3801, -9.7138, 2.0923], [-18.2912, -14.5746, 1.6120], [-14.7767, -6.1626, 8.3613], [-12.6653, -11.5821, -1.9089], [-14.9394, -14.6834, 6.5257], [-16.4389, -11.7781, 7.3488], [-13.1869, -13.6077, -0.6622], [-20.5138, -14.6060, 7.4994], [-17.8119, -14.3607, 8.3821], [-13.4410, -8.1772, 3.1333], [-15.1928, -5.5441, 2.0065], [-22.3982, -14.4034, 3.8262], [-13.2086, -11.8960, -5.2401], [-17.1798, -9.4220, 7.1476], [-18.9975, -8.8416, 1.9478], [-15.8563, -13.2735, 8.2211], [-20.8763, -13.1046, 5.2034], [-15.3541, -11.0532, -3.4251], [-15.4601, -13.5803, 6.7383], [-13.8574, -13.9812, 0.5215], [-11.6408, -10.2331, -2.7516], [-17.0761, -12.1388, 2.1909], [-15.4557, -10.0692, 5.4776], [-19.1314, -10.8616, 1.9455], [-20.2225, -11.2582, 4.3993], [-14.5105, -13.2969, 0.9421], [-16.4270, -11.9537, 8.2875]], "lowdin_charge": [0.112, 0.085, 0.103, -0.285, -0.405, 0.025, -0.107, 0.073, -0.098, 0.080, -0.119, 1.025, -0.034, 0.081, -0.081, 0.126, 0.020, 0.103, -0.173, 0.087, 0.907, -0.080, 0.078, -0.078, 0.142, 0.154, -0.143, -0.016, 0.078, -0.080, 0.091, 0.093, -0.107, -0.069, -0.086, -0.116, -0.080, -0.292, -0.027, 0.101, 0.065, -0.301, -0.004, 0.034, 0.098, -0.030, 0.096, 0.095, 0.098, -0.277, 0.087, 0.089, 0.044, 0.105, 0.032, -0.087, -0.232, -0.064, 0.038, 0.080, -0.372, 0.107, 0.035, -0.079, -0.008, 0.092, 0.088, 0.094, -0.048, -0.032, 0.077, -0.468, -0.051, 0.031, -0.564, 0.081, 0.066, -0.388, 0.081, 0.002, 0.088, 0.099, 0.106, -0.527, -0.027, 0.080, -0.636, 0.127, 0.036, -0.127, 0.088, -0.236, 0.128, 0.048, -0.043]}

(5)
{"formula": "H29O14", "method": "ωB97M-V with the def2-TZVPD basis set", "total_charge": 1, "relative_energy_kcal_mol": 113.4, "max_force_ha_per_bohr": 0.0862, "homo_ha": -0.49214, "e_lumo_ev": -2.80, "elements": ["O", "H", "O", "O", "O", "H", "H", "H", "O", "H", "H", "H", "H", "H", "O", "H", "H", "H", "O", "H", "H", "H", "H", "H", "O", "H", "H", "H", "H", "H", "O", "O", "H", "O", "O", "H", "O", "H", "H", "O", "H", "H", "H"], "xyz": [[2.2407, -1.3185, 3.1682], [-4.0867, -1.6506, 1.7703], [-0.1538, 3.1401, -1.8063], [-0.8629, 0.3378, -2.1779], [-4.2068, -0.9489, 1.0703], [-0.9571, -1.5200, -3.8105], [-2.2973, 0.9933, 2.5407], [2.8458, -1.9697, 2.7671], [0.7433, -2.0589, 1.1416], [-3.0079, 1.7737, 1.4319], [4.2094, 1.3729, -1.4833], [-0.6939, 1.0270, 2.9866], [-0.6118, 0.4522, -3.1222], [-0.6794, -0.4328, 0.8893], [-3.1720, -0.3590, 3.7690], [-2.9711, -1.2244, 4.1574], [1.8280, 1.6608, -0.2109], [-1.2714, 0.1294, -0.3162], [1.5817, 2.0602, 0.6245], [3.0712, -2.5193, -1.0167], [-0.5957, 3.9708, -1.9710], [1.4661, -1.4121, 2.5692], [-2.2134, 0.2697, 1.0619], [0.4027, 2.8514, -2.5408], [3.0057, -1.5724, -0.9863], [3.7438, -1.0137, -0.7360], [-3.6901, -0.3733, 2.9624], [2.6200, 0.0894, -4.1646], [5.0806, 0.9297, -0.1629], [0.8130, 2.6123, 0.3819], [2.7750, 0.9745, -3.7859], [-2.9192, 0.8566, 1.7814], [0.5428, 1.0404, 1.8162], [4.6347, 0.6584, -0.9733], [-0.4400, 1.0762, 2.0641], [1.5232, -1.7939, 0.5883], [-1.5451, -0.5489, 0.3372], [-1.9876, -2.3813, -4.3699], [0.7824, -3.0321, 1.1660], [-1.9237, -1.7162, -3.6773], [-1.6225, -0.2467, -2.1590], [3.1580, 0.7217, -2.9507], [-5.1587, -0.9061, 1.3762]], "lowdin_charge": [-0.093, 0.078, -0.049, -0.068, -0.077, 0.058, 0.100, 0.036, -0.066, 0.173, 0.056, 0.071, 0.070, 0.105, -0.040, 0.079, 0.034, 0.067, -0.042, 0.043, 0.046, -0.024, 0.060, 0.042, -0.049, 0.002, -0.003, 0.058, 0.075, 0.049, -0.043, 0.029, 0.086, -0.040, -0.081, 0.051, 0.027, 0.050, 0.091, -0.066, 0.022, -0.016, 0.101]}

| no. | calculated total energy (hartree) |
| --- | --- |
| 1 | -2805.46050 |
| 2 | -366.67253 |
| 3 | -793.14669 |
| 4 | -2763.85115 |
| 5 | -1070.42328 |